{
  "formula": "C19H9BCl5F2NO4PtS",
  "method": "ωB97M-V with the def2-TZVPD basis set",
  "e_above_lowest_ev": 1.750,
  "multiplicity": 5,
  "homo_energy_ev": [-6.74, -9.35],
  "s_squared": 6.033,
  "species": ["Pt", "O", "C", "O", "C", "C", "C", "C", "C", "N", "C", "O", "O", "H", "H", "H", "H", "Cl", "C", "C", "C", "Cl", "C", "Cl", "C", "Cl", "C", "Cl", "F", "B", "F", "S", "C", "C", "C", "C", "C", "C", "H", "H", "H", "H", "H"],
  "positions_angstrom": [[0.7823, 0.6196, -0.4683], [1.5538, 3.4679, 2.5504], [1.3932, 2.3565, 1.8236], [0.8878, 2.4604, 0.6447], [1.7704, 1.1101, 2.3384], [2.3165, 0.7894, 3.6081], [2.5616, -0.5190, 3.9124], [2.2718, -1.5465, 2.9754], [1.7683, -1.1802, 1.7572], [1.5493, 0.0959, 1.4480], [1.3848, -2.1394, 0.6536], [1.5472, -3.3306, 0.7436], [0.8575, -1.5417, -0.3902], [1.1709, 4.1997, 2.0463], [2.5178, 1.5879, 4.3085], [2.9726, -0.7776, 4.8789], [2.4280, -2.5943, 3.1844], [1.1127, 0.0190, -2.9148], [-0.3339, -0.9234, -3.2376], [-1.5862, -0.4069, -2.9145], [-2.6562, -1.2896, -3.1062], [-4.2461, -0.8571, -2.5942], [-2.4865, -2.5616, -3.6562], [-3.8311, -3.5994, -3.8946], [-1.2138, -3.0078, -4.0035], [-0.9935, -4.5662, -4.6811], [-0.1152, -2.1871, -3.7738], [1.4649, -2.7439, -4.1412], [-0.7623, 1.9704, -2.3986], [-1.8040, 1.0607, -2.2455], [-3.0029, 1.6663, -2.4585], [-1.6834, 0.5139, -0.2172], [-2.0229, 1.9459, 0.7574], [-2.2664, 3.2008, 0.2061], [-2.4799, 4.2809, 1.0478], [-2.4397, 4.1208, 2.4264], [-2.1966, 2.8672, 2.9732], [-1.9944, 1.7791, 2.1417], [-2.2826, 3.3337, -0.8661], [-2.6741, 5.2566, 0.6216], [-2.6072, 4.9704, 3.0758], [-2.1680, 2.7368, 4.0470], [-1.8019, 0.7976, 2.5576]],
  "forces_ev_per_angstrom": [[0.1, 0.0, 0.1], [0.0, 0.0, 0.0], [0.0, -0.2, 0.0], [0.0, 0.1, 0.0], [0.0, 0.2, -0.1], [0.0, 0.0, 0.0], [0.0, 0.0, -0.1], [0.0, 0.0, 0.1], [0.0, 0.0, -0.1], [-0.1, -0.1, 0.1], [0.0, 0.1, -0.1], [0.0, 0.0, 0.1], [0.0, 0.0, 0.0], [0.0, 0.0, 0.0], [0.0, 0.0, 0.0], [0.0, 0.0, 0.0], [0.0, 0.0, 0.0], [0.0, 0.0, 0.0], [0.0, 0.0, 0.0], [0.1, -0.1, -0.1], [0.0, 0.0, 0.0], [0.0, 0.0, 0.0], [0.0, 0.0, 0.0], [0.0, 0.0, 0.0], [0.0, 0.0, 0.0], [0.0, 0.0, 0.0], [0.0, 0.0, 0.0], [0.0, 0.0, 0.0], [0.0, 0.0, 0.0], [-0.1, 0.0, 0.1], [0.0, 0.0, 0.0], [0.0, 0.0, 0.0], [0.1, 0.0, 0.0], [0.0, 0.0, -0.1], [0.0, 0.0, 0.0], [0.0, 0.0, 0.0], [0.0, 0.0, 0.0], [0.0, 0.0, 0.0], [0.0, 0.0, 0.0], [0.0, 0.0, 0.0], [0.0, 0.0, 0.0], [0.0, 0.0, 0.0], [0.0, 0.0, 0.0]]
}